Entry from the Open Molecules 2025 dataset: a cluster of 9 separate species, C33H64Cl8NO8S2 in total in a non-equilibrium geometry (ωB97M-V with the def2-TZVPD basis set).

Geometry as XYZ:
```
116
Properties=species:S:1:pos:R:3:forces:R:3
C 18.985490 -15.231050 8.854120 -0.0747 -0.9531 -0.5680
C 19.281690 -15.122130 10.324230 -1.4445 -0.8070 1.3026
C 18.110260 -15.664000 11.265010 -1.1912 -0.0139 -1.1408
C 18.498400 -15.827310 12.700070 0.5543 0.8446 0.1687
N 17.450120 -16.090540 13.793640 -1.1041 1.2068 -0.9654
C 16.557810 -17.355590 13.533180 1.6882 0.0408 2.1231
C 16.693610 -18.167020 14.895000 1.3216 0.2690 -0.9080
C 18.116910 -17.796940 15.487850 -0.9215 0.7535 -2.3986
C 18.238090 -16.283940 15.092690 -0.3563 -0.5093 0.9096
C 16.567250 -14.819460 13.905270 0.7279 -0.5083 1.9164
H 18.797180 -16.249050 8.513060 -0.3422 -0.1712 0.2857
H 19.867670 -14.980240 8.265110 -0.0663 0.6188 0.0386
H 18.126590 -14.612380 8.594040 0.1685 0.0958 -0.2134
H 19.360490 -14.048020 10.492140 0.6066 -0.0943 0.6762
H 20.145330 -15.723760 10.607550 0.4691 0.4577 -0.0935
H 17.671050 -16.599780 10.919290 0.2953 -0.1896 -0.5676
H 17.285570 -14.952880 11.217260 -0.0480 0.2086 -0.1535
H 18.840660 -14.819080 12.933340 0.6252 -0.2580 0.6706
H 19.274120 -16.589330 12.775480 0.0684 0.0484 0.4129
H 15.524540 -17.128580 13.270660 0.3562 0.3637 -0.1184
H 17.117640 -17.840090 12.733210 -0.5564 -0.3910 0.0868
H 15.974170 -17.973430 15.690630 -0.4397 0.2460 -0.4976
H 16.647870 -19.220490 14.618920 -0.0760 -0.0645 0.3397
H 18.163890 -18.075150 16.540700 0.3224 0.4193 -0.1624
H 18.882290 -18.279840 14.880320 0.0921 -0.5020 0.4160
H 17.856130 -15.659290 15.900160 -0.6317 0.0682 -0.2835
H 19.226990 -15.863670 14.909540 0.1307 -0.5891 -0.0324
H 15.718930 -15.119550 14.520410 -0.3432 -0.0325 -0.6204
H 16.350010 -14.247060 13.003450 -0.0023 -0.7999 -0.0803
H 17.096860 -14.149640 14.582730 0.3246 0.1264 -0.4199
C 23.895790 -18.513280 11.820980 -0.0244 -1.1270 0.3898
C 23.397670 -20.005540 12.001080 -1.1417 1.3072 1.3255
C 22.165740 -19.856280 12.985330 0.5789 0.5040 -0.8990
S 22.718140 -18.580510 14.196430 0.3630 -1.0709 -0.6139
O 23.320970 -19.212570 15.365980 -1.1117 0.7390 -0.7430
O 21.639650 -17.608370 14.235130 0.2866 0.0121 0.6838
C 24.108460 -17.910660 13.221660 -0.3940 -0.3422 -0.0493
H 23.114690 -17.969010 11.290180 0.0318 0.0923 -0.0123
H 24.785280 -18.555780 11.192410 0.1157 0.4019 0.1942
H 24.151670 -20.628280 12.482510 0.1181 -0.0975 -0.4959
H 23.036410 -20.340520 11.028770 0.3089 -0.4847 0.1911
H 21.664420 -20.694220 13.469720 0.8856 -0.2999 0.2946
H 21.353180 -19.460220 12.376250 0.0111 0.6716 0.2096
H 25.009280 -18.249220 13.733520 -0.0369 -0.2001 -0.1893
H 24.069240 -16.825530 13.316850 -0.1534 -0.0474 -0.2930
C 23.061060 -16.981350 7.043210 -0.2292 -1.4468 -0.1159
C 22.912960 -17.880100 8.309620 -0.3335 -1.0123 0.9533
C 22.105250 -19.247290 8.065680 -0.0901 2.0435 -2.3872
S 20.864330 -18.752020 6.753230 -0.0610 0.3047 -0.8804
O 19.610310 -18.312720 7.347210 0.8858 -0.2182 0.0190
O 20.788730 -19.765330 5.694280 0.4439 1.1958 1.3503
C 21.825030 -17.202450 6.150340 -0.2205 -0.2071 -0.1408
H 23.976100 -17.260130 6.520640 -0.0820 0.0666 -0.1409
H 23.139440 -15.934590 7.336920 0.0078 -0.1484 0.0410
H 22.557100 -17.190820 9.075360 -0.7030 -0.6143 0.2956
H 23.834070 -18.291310 8.722630 0.4852 0.5900 -0.3138
H 21.641710 -19.893890 8.810750 -0.0186 0.7061 0.3185
H 22.750550 -19.866100 7.442170 0.1903 -0.1693 0.1898
H 21.188770 -16.318080 6.116320 -0.5507 -0.3097 0.7446
H 22.049520 -17.288080 5.087160 0.2570 -0.7872 0.1037
O 17.970830 -12.415730 12.787070 2.9318 2.1555 1.3234
C 19.001520 -11.967650 13.362950 -3.1725 0.2934 -3.7886
O 19.573900 -12.709260 14.223310 0.3902 -2.7138 1.6937
C 20.758270 -12.191080 14.792630 -0.3557 0.6366 0.4103
C 21.102830 -11.025000 13.896930 1.4310 -0.4450 -0.8887
C 19.850280 -10.652940 13.189070 -2.7750 -0.6832 0.1110
H 21.510010 -12.975450 14.704560 -0.0653 0.1176 0.7439
H 20.435330 -11.887670 15.788500 0.7742 -0.2297 0.3157
H 21.684470 -11.518020 13.118000 0.6917 0.4702 -0.0621
H 21.692900 -10.244680 14.377570 -0.2043 -0.0270 -0.1270
H 19.879220 -10.408380 12.127250 0.3091 0.0679 0.1753
H 19.232840 -9.909800 13.693660 0.1385 0.3595 0.0035
O 16.210400 -21.528610 15.050300 -1.8627 -0.7688 3.8054
C 15.591700 -21.777810 16.109260 1.6346 1.4166 -2.1304
O 16.139730 -21.547760 17.389420 -0.8717 -0.4065 -2.0930
C 15.291840 -22.178650 18.368320 0.4737 -0.2730 -0.1636
C 14.198800 -22.881190 17.629840 -1.9991 -0.0763 0.3244
C 14.124030 -22.261540 16.257380 2.2595 -0.3872 -0.4447
H 14.870960 -21.454930 19.066310 0.6898 0.0287 0.1674
H 15.856690 -23.021710 18.766190 0.4041 0.8734 0.9729
H 13.238920 -22.693390 18.110960 0.0259 -0.3964 0.3028
H 14.433290 -23.942300 17.714400 -0.4616 -0.0564 -0.8355
H 13.507390 -21.365350 16.188800 -0.1651 -0.1452 0.0846
H 13.909580 -22.970840 15.458000 -0.1461 0.2748 0.0018
Cl 20.679280 -10.912590 8.876340 0.0146 0.4488 -0.0065
C 20.613910 -10.312410 7.187780 0.2819 -1.6266 -0.2999
C 21.127230 -11.418900 6.233290 0.0299 1.1955 0.4724
Cl 20.091320 -12.850640 6.165090 -0.3428 0.1519 -0.2790
H 21.235180 -9.433490 7.015650 -0.0375 -0.0104 0.5087
H 19.572910 -10.103950 6.940860 0.1130 0.0847 0.1444
H 22.104830 -11.842760 6.462940 0.0239 0.6280 0.1830
H 21.173170 -10.819000 5.324380 -0.0647 -0.9060 -0.6990
Cl 16.296400 -19.469660 8.832720 -0.0680 1.2798 -0.1486
C 16.761120 -20.976770 9.580040 1.1295 0.0937 0.9590
C 18.246590 -20.944340 10.151220 -0.9541 0.2736 -0.4523
Cl 18.460120 -19.772100 11.587690 -0.2858 -0.8914 -1.0518
H 16.574600 -21.649630 8.743040 0.6662 -0.6809 0.5816
H 16.056420 -21.143330 10.394750 0.1548 -0.2769 -0.0793
H 18.956200 -20.602390 9.397810 -0.2555 0.1719 0.0139
H 18.578820 -21.922880 10.497910 -0.3095 0.1039 0.1825
Cl 10.500840 -14.183240 11.685430 0.2691 -0.5490 1.1895
C 10.692070 -15.205930 13.180590 0.5869 -0.1736 0.8168
C 11.999260 -14.989840 13.993430 -0.3378 0.1911 -0.9042
Cl 13.389100 -15.405930 12.960550 0.3537 0.1124 -0.3147
H 10.646050 -16.253810 12.884070 -0.0271 0.1856 -0.2270
H 9.878160 -15.025230 13.882740 -0.2268 0.2622 -0.3673
H 12.149640 -15.654000 14.844540 -0.7936 -0.0031 -0.0332
H 12.112800 -13.964570 14.345590 0.0003 -0.0439 -0.2131
Cl 13.439730 -14.615830 17.388250 0.5557 -0.7930 0.0289
C 13.995670 -16.328970 17.731890 -0.1517 0.3500 0.1712
C 12.752220 -17.091080 18.095130 -0.3641 -0.0015 0.3534
Cl 13.110950 -18.798360 18.475760 0.2031 -0.1310 -0.2236
H 14.666290 -16.315030 18.591060 0.0673 0.2327 -0.2095
H 14.504470 -16.750320 16.864890 -0.1178 0.2842 -0.0327
H 12.011740 -17.057410 17.295980 0.0379 -0.0782 0.1687
H 12.349970 -16.689260 19.025100 -0.1982 0.0935 -0.2881
```
Forces are in eV/Å.

As for the charge: +1.


Entry from the Open Molecules 2025 dataset: a cluster of 4 separate species, C33H65F2N5O8P in total in a non-equilibrium geometry (ωB97M-V with the def2-TZVPD basis set).

Geometry as XYZ:
```
114
Properties=species:S:1:pos:R:3:forces:R:3
C -3.937313 0.625372 2.805948 0.1921 0.0388 0.3627
C -3.801156 1.642420 1.571181 0.4301 0.4973 0.1592
C -2.563007 1.283010 0.574563 -1.3012 1.1731 0.7582
N -2.771824 -0.104630 0.074561 2.2870 1.1152 0.1633
C -1.619976 -1.009463 0.283558 0.1280 -4.1521 -0.9033
C -2.358894 -2.482700 0.224471 -0.3617 -0.4249 0.8202
C -3.414456 -2.491148 1.426854 -4.4708 0.8528 -1.4855
O -4.620436 -2.248648 1.149491 5.0976 -1.3022 1.7410
F -3.107710 -2.699925 2.799513 0.1163 0.2591 -2.8771
O -0.859851 -0.948758 1.493391 -2.0136 1.6213 -2.5444
P 0.670084 -1.779990 1.455508 1.7445 -2.5147 2.5874
C 2.233103 -2.921533 1.617086 0.9953 -1.2773 0.1949
C 1.840377 -4.406876 2.171277 1.1097 0.4429 0.3999
C 1.258236 -4.365070 3.675351 -1.9276 0.4010 -1.3065
F 2.139293 -3.698249 4.610623 -0.8485 -1.2453 -1.2284
C 1.802207 -0.250736 1.361936 0.5588 2.7053 -0.2859
C 1.343430 1.013660 2.215216 -0.9891 3.5581 1.0308
C 0.942862 2.322354 1.421820 -0.2764 0.4248 3.5104
C 0.488247 3.637962 2.112584 0.9762 -2.8427 1.7515
C 0.437889 3.729110 3.667718 1.1808 -3.5123 -2.0863
C 0.837598 2.461896 4.469982 0.0623 0.1219 -3.4990
C 1.285255 1.125411 3.760517 -0.7282 2.1871 -1.0198
C 1.713921 -0.101708 4.684898 -0.0013 0.1829 -0.2624
O 0.661093 -1.874200 -0.310351 -2.7963 1.8895 -0.1922
C -0.501252 -1.197462 -0.880937 3.4299 0.6596 -0.7339
C -0.136528 0.151498 -1.695123 -0.1640 0.5574 1.1008
C -1.115160 0.465547 -2.928940 0.5198 0.2304 0.0986
O -1.264424 1.936857 -2.964533 -0.6910 -1.0790 -0.0709
O -0.825606 -2.127517 -2.006235 2.5055 -1.7469 -1.6543
C 0.376555 -2.492798 -2.677831 0.9493 2.4634 -1.0892
N 1.375959 -2.454332 -3.358106 -4.7883 -0.8084 3.1394
H -2.999260 -0.023466 2.890157 -1.2519 0.8836 -0.1118
H -4.030661 1.212512 3.796032 0.1631 -0.8636 -1.5634
H -4.839824 -0.074558 2.748715 1.3213 1.0146 -0.1642
H -4.781035 1.704414 0.987650 1.3162 -0.1260 0.6998
H -3.591186 2.686622 2.019556 -0.3441 -1.4741 -0.8640
H -1.617391 1.459307 1.184821 -1.0405 -0.7358 -0.9599
H -2.539201 2.027246 -0.304303 -0.0917 -0.8772 1.3068
H -3.028292 -0.104841 -0.932780 0.3327 -0.1228 1.1702
H -2.986333 -2.604789 -0.740407 0.8450 0.4402 1.7848
H -1.619169 -3.349004 0.229885 -0.8824 1.3400 0.4191
H 0.556601 -1.750054 2.910847 0.3333 0.5293 -0.4970
H -0.037983 -3.052574 1.622137 -0.4686 0.4340 -0.8335
H 2.781197 -3.038546 0.600287 -0.8087 0.1168 1.6247
H 2.991016 -2.515383 2.383853 -1.0796 -0.3778 -1.2003
H 1.101559 -4.888515 1.428925 0.9524 0.5753 1.4936
H 2.802459 -5.053913 2.224683 -1.5119 0.9131 -0.2841
H 0.281408 -3.742981 3.655900 1.6989 -0.8515 0.1450
H 0.925034 -5.414754 4.035883 1.1765 1.6318 -0.2226
H 1.824932 0.090693 0.254184 0.0232 -0.3379 1.8730
H 2.912674 -0.462569 1.616938 -1.9219 0.0476 -0.2051
H 0.993654 2.320432 0.285581 -0.0346 -0.0809 1.7017
H 0.203914 4.544213 1.457262 0.5389 -1.6535 1.2392
H 0.135788 4.711147 4.158110 0.4613 -1.6434 -0.6186
H 0.824603 2.494419 5.615966 0.0421 -0.1149 -1.9400
H 2.595999 -0.633399 4.191254 -1.2332 0.5874 0.6639
H 2.043775 0.220886 5.734584 -0.4691 -0.1485 -1.5502
H 0.876101 -0.873403 4.820620 1.2017 1.2297 -0.3656
H 0.961782 0.183547 -2.039976 -1.7299 -0.4198 0.5154
H -0.240633 1.022945 -0.941718 0.0834 -1.3290 -1.2311
H -0.644242 0.140824 -3.934314 -0.7239 0.7393 1.7071
H -2.133969 -0.061820 -2.881866 1.3961 0.7732 0.1609
H -1.985539 2.209924 -2.357490 0.7629 -0.4775 -0.4598
C 0.465759 5.423856 -7.132653 0.0087 0.0564 -0.3216
C -0.528438 4.637144 -6.282724 0.4284 0.1508 0.3734
C -1.462192 5.531527 -5.441669 -0.1358 -0.3089 0.1215
O -0.852640 6.093047 -4.282614 -0.2310 0.2040 -0.4316
C -0.084135 7.257879 -4.528947 0.0793 -0.2043 0.3622
N 0.210167 3.685795 -5.444494 -0.3443 0.1633 0.1021
H 1.292572 5.828568 -6.545490 -0.1109 -0.0549 0.0451
H 0.906960 4.776821 -7.896573 -0.0454 0.0119 0.1392
H -0.027809 6.254682 -7.646558 0.0407 -0.0084 0.0283
H -1.159370 4.065061 -6.973028 -0.0871 0.0245 0.1045
H -2.279736 4.905483 -5.067211 0.1427 0.0211 0.0783
H -1.928572 6.315618 -6.051994 0.1311 0.1151 -0.0394
H -0.511534 7.873096 -5.326030 0.0196 -0.0561 -0.0694
H 0.945565 6.985495 -4.768581 0.0398 0.1699 -0.1608
H -0.062012 7.847727 -3.609350 -0.0842 -0.0857 -0.0382
H -0.460964 3.093930 -4.954021 0.1410 -0.2136 -0.0984
H 0.651709 4.221269 -4.695961 0.0136 -0.0966 -0.1676
C 2.670553 -3.908937 9.613882 -0.2237 0.1235 0.1461
C 4.161171 -4.071221 9.897280 -0.1697 -0.1496 -0.3565
C 5.065019 -3.523857 8.774124 0.2658 -0.1982 0.0265
O 5.149555 -4.362607 7.627259 -0.0213 0.4399 0.3603
C 4.066035 -4.226927 6.717846 0.1267 -0.3032 -0.1788
N 4.441723 -5.485894 10.176991 0.2739 0.0515 -0.0673
H 2.299494 -4.634156 8.887128 0.1252 0.0604 0.0105
H 2.091919 -4.055152 10.530877 0.1123 -0.0319 -0.0748
H 2.449423 -2.905469 9.238869 0.0135 -0.0848 -0.0178
H 4.380783 -3.494377 10.802912 0.1158 -0.0294 -0.0658
H 6.086928 -3.460249 9.165595 -0.0399 -0.0974 -0.0560
H 4.780465 -2.503766 8.487782 -0.1647 -0.0382 -0.0437
H 3.693986 -3.200378 6.670321 -0.0302 -0.0550 0.0473
H 3.260625 -4.911932 6.988413 -0.1699 0.1609 -0.0759
H 4.419969 -4.513114 5.725453 0.0237 0.0841 0.1301
H 5.415328 -5.574756 10.463107 -0.1236 -0.0039 0.0669
H 4.406478 -5.982906 9.285977 -0.0941 0.0782 0.1471
C -0.737099 -0.208417 -7.450164 0.2417 -0.1639 0.0379
C -2.070161 -0.078197 -6.718944 0.0929 0.2803 -0.3364
C -3.296432 -0.225874 -7.642215 -0.1737 0.0544 0.3204
O -3.574183 0.922878 -8.439501 0.0909 -0.4460 -0.0828
C -2.793225 1.022493 -9.618462 -0.1565 0.3598 0.1015
N -2.090422 1.196840 -5.990999 -0.3868 -0.0699 -0.1721
H -0.482239 0.686208 -8.022222 -0.0988 -0.0155 0.0657
H 0.074352 -0.367921 -6.734189 -0.1264 0.0662 -0.0454
H -0.747093 -1.061451 -8.135303 -0.0081 0.0490 0.0294
H -2.114822 -0.890903 -5.984917 -0.1244 0.0463 -0.0229
H -4.180165 -0.362183 -7.008773 0.0375 0.1292 -0.0678
H -3.224639 -1.123749 -8.268607 0.1350 0.0503 -0.0915
H -2.575714 0.042770 -10.052977 0.0590 -0.0166 0.0736
H -1.866701 1.561507 -9.411544 0.1431 -0.1372 -0.1426
H -3.357776 1.608167 -10.348211 -0.0498 -0.0707 0.0949
H -2.936603 1.236030 -5.424717 0.1790 -0.0011 0.1133
H -2.228154 1.936594 -6.681144 0.1372 -0.1082 0.0865
```
Forces are in eV/Å.

As for the charge: -1.


The following LUMO level values (in eV) correspond, in order, to the records above: -1.58, 2.06.
The following HOMO values (in eV) correspond, in order, to the records above: -11.97, -5.12.